Molecular formula: C15H17NO5
Method: DFT, ωB97M-V/def2-TZVPD

Values from the calculation:
- HOMO: -8.362 eV
- Spin multiplicity: 1
- SMILES string: CCCNC(=O)COC(=O)/C=C/c1ccc2c(c1)OCO2
- Frontier orbital gap: 8.135 eV
- LUMO: -0.008 Eh

XYZ file:
```
38
Properties=species:S:1:pos:R:3:nbo_charge:R:1
C 2.3580 -2.6370 -0.2407 -0.6135
C 2.1149 -3.8382 -1.1484 -0.4013
C 1.7952 -3.4308 -2.5892 -0.2235
N 0.5848 -2.6484 -2.6761 -0.6140
C -0.5916 -3.1604 -3.0732 0.6553
O -0.7381 -4.2684 -3.5390 -0.6238
C -1.7811 -2.2003 -2.9315 -0.1753
O -1.4680 -0.9901 -2.2621 -0.5167
C -1.5871 -0.9884 -0.9125 0.7534
O -1.9394 -1.9512 -0.2765 -0.5966
C -1.2225 0.3203 -0.3648 -0.3477
C -1.2912 0.5418 0.9564 -0.0725
C -0.9772 1.7628 1.6629 -0.1167
C -1.1897 1.8072 3.0431 -0.1584
C -0.9223 2.9387 3.8027 -0.2630
C -0.4258 4.0348 3.1369 0.2429
C -0.2035 4.0059 1.7551 0.3010
C -0.4685 2.8964 1.0000 -0.2528
O 0.2929 5.2169 1.3549 -0.4873
C 0.3757 6.0086 2.5198 0.2347
O -0.0767 5.2570 3.6274 -0.4682
H 3.1277 -1.9894 -0.6572 0.1973
H 2.6860 -2.9691 0.7410 0.2167
H 1.4468 -2.0572 -0.1070 0.2016
H 1.2845 -4.4283 -0.7577 0.2104
H 3.0033 -4.4718 -1.1638 0.2031
H 2.6214 -2.8478 -3.0083 0.1879
H 1.6359 -4.3214 -3.2010 0.2348
H 0.6023 -1.7201 -2.2838 0.4014
H -2.5725 -2.7347 -2.3946 0.2332
H -2.1369 -1.9278 -3.9275 0.2177
H -0.9188 1.0619 -1.0858 0.2146
H -1.6259 -0.2871 1.5692 0.2265
H -1.5803 0.9308 3.5371 0.2175
H -1.0929 2.9630 4.8656 0.2332
H -0.2877 2.9001 -0.0604 0.2254
H 1.4206 6.3152 2.6858 0.1614
H -0.2521 6.9061 2.4033 0.1616
```

***

Molecular formula: C2H10NO2S
Method: DFT, ωB97M-V/def2-TZVPD

Values from the calculation:
- Charge: -1
- HOMO: -2.608 eV
- Spin multiplicity: 1
- Frontier orbital gap: 5.677 eV
- LUMO: 0.113 Eh

XYZ file:
```
16
Properties=species:S:1:pos:R:3:nbo_charge:R:1
C 0.2376 -0.3900 0.8580 -0.2367
C 0.0818 -1.1825 2.2123 -0.5465
S -0.9908 -2.6854 2.0102 -0.7385
N 0.9554 -1.2722 -0.0743 -0.9172
H -0.7668 -0.0626 0.5247 0.1879
H 0.9059 0.4179 1.0314 0.1614
H 0.9899 -1.5628 2.6789 0.1822
H -0.5100 -0.5983 3.0387 0.1804
H 1.9280 -1.3528 0.0955 0.3505
H 0.4217 -2.1698 0.1001 0.3986
H -2.1979 4.3576 -1.1066 0.4717
H -0.6554 4.2765 -1.2960 0.4788
O -1.4671 4.6722 -1.5837 -0.9504
H 0.6263 -0.9503 -2.1417 0.4994
H -0.1946 -0.9260 -3.3274 0.4491
O 0.6360 -0.5714 -3.0199 -0.9707
```

***

Molecular formula: C5H12NO
Method: DFT, ωB97M-V/def2-TZVPD

Values from the calculation:
- Charge: +1
- ⟨S²⟩: 2.0056
- HOMO (alpha / beta): -11.897 / -16.579 eV
- Spin multiplicity: 3
- Frontier orbital gap (alpha / beta): 8.671 / 11.368 eV
- LUMO (alpha / beta): -0.119 / -0.191 Eh

XYZ file:
```
19
Properties=species:S:1:pos:R:3:nbo_charge:R:1
C -1.2430 0.8432 -1.5574 -0.2370
C -0.8279 -0.5244 -1.2909 -0.3235
C 0.4971 0.7529 0.2903 0.5072
C 0.4345 1.3917 1.5717 -0.7138
C 0.4099 -1.8435 0.5649 -0.4335
N -0.2585 -0.5801 0.0874 -0.4177
O 1.6897 0.9531 -0.2795 -0.6762
H -0.4007 1.3121 -1.9232 0.1765
H -2.2061 1.1473 -1.2672 0.2104
H -1.7730 -1.1066 -1.2524 0.2375
H -0.1408 -0.9038 -2.1254 0.2446
H -0.5360 1.3094 2.0132 0.2274
H 0.5154 2.4193 1.4566 0.2679
H 1.1776 0.8980 2.2285 0.2425
H -0.1821 -2.4840 1.2052 0.2497
H 0.7654 -2.3633 -0.3047 0.2344
H 1.3494 -1.6370 1.0724 0.2451
H -1.0948 -0.4826 0.7364 0.4487
H 1.8242 0.8984 -1.2260 0.5100
```

***

Molecular formula: C6H16N2
Method: DFT, ωB97M-V/def2-TZVPD

Values from the calculation:
- Charge: +1
- ⟨S²⟩: 0.7563
- HOMO (alpha / beta): -13.957 / -13.636 eV
- Spin multiplicity: 2
- Frontier orbital gap (alpha / beta): 11.248 / 6.388 eV
- LUMO (alpha / beta): -0.100 / -0.266 Eh

XYZ file:
```
24
Properties=species:S:1:pos:R:3:nbo_charge:R:1
N -0.0508 -2.0682 -0.3760 -0.7101
C -0.0392 -0.6492 -0.3171 0.0130
C -1.4432 -0.0318 -0.3610 -0.2328
C -2.2885 -0.6899 -1.4453 -0.6121
C -1.3407 1.5031 -0.5277 -0.6304
C 0.7085 -0.1164 1.0520 -0.2562
N 1.6756 0.8421 0.7721 -0.2809
C 3.0605 0.6896 1.1411 -0.4467
H 0.8269 -2.5291 -0.1716 0.3862
H -0.7985 -2.4789 0.1694 0.3815
H 0.5452 -0.2502 -1.1334 0.2117
H -1.9093 -0.2619 0.6052 0.2014
H -3.1765 -0.1244 -1.7389 0.2342
H -2.6219 -1.6921 -1.1670 0.2201
H -1.7270 -0.8402 -2.3605 0.2205
H -1.9328 1.8015 -1.3880 0.2466
H -0.3540 1.8115 -0.8621 0.1953
H -1.6954 1.9970 0.3644 0.2293
H -0.0550 0.3608 1.6622 0.2556
H 1.0884 -0.9332 1.6523 0.2320
H 1.3040 1.7841 0.7431 0.4150
H 3.4900 -0.1222 0.5519 0.2403
H 3.1218 0.3970 2.1890 0.2401
H 3.6118 1.6010 0.9462 0.2465
```

***

Calculated ΔE to the lowest compared entry with this formula, charge and spin (kJ/mol), listed in the same order as above: 178.7, 81.0, 67.3, 30.9